1.
Here is a molecular structure, C40H50AlClNO2Se from the OMol25 dataset. Energies are from ωB97M-V with the def2-TZVPD basis set.

```
96
Properties=species:S:1:pos:R:3
C -3.3677 -2.2105 1.8982
H 2.8937 1.3863 3.9062
C -2.4716 3.9456 0.6890
C -3.9169 1.9725 0.3220
H 5.4321 -1.5427 1.0312
C 2.8606 -0.9246 0.0480
C -3.6087 -5.1495 -1.8690
H -3.7943 -2.8664 3.8996
C 0.5083 0.4669 2.7303
C -2.6869 -4.3816 -3.9396
C 3.7381 -0.3670 -0.8699
C -1.3874 0.5323 1.1513
H 5.9023 -0.6060 -2.5670
H 3.1834 -1.2097 1.0405
C -3.3996 -5.3352 -3.2243
C -2.4076 -3.0191 -1.9281
C 1.7849 1.6861 -4.0906
C 5.2075 -0.0839 -0.5666
C -3.1155 -0.1351 -2.5357
N -3.1865 -2.5110 0.6205
H -3.3167 4.5508 0.3494
C 6.0939 -0.8877 -1.5308
H 1.8976 0.6568 5.1803
H 2.2494 -1.6774 -4.7835
H 3.8807 0.3806 -2.8507
H 2.1647 3.5539 2.8182
H 2.1307 -0.3522 -5.9542
H -1.8396 3.7171 -0.1712
H 6.5295 1.6447 -0.5029
Al -1.9457 -1.1645 -1.1940
H -0.6759 3.3893 5.2724
C -2.2155 -3.2482 -3.2940
H 1.3606 -0.0905 3.0952
C 1.5217 0.1791 -3.9340
C 1.0266 2.4393 4.2899
H -0.6249 0.4733 -3.6805
C -1.7569 1.7829 1.7194
Se 0.3397 -1.8176 1.0527
H -4.0849 -5.2449 3.1711
H -1.6735 -2.5080 -3.8739
H -3.2724 0.9423 -2.5896
H 4.8429 1.9972 -0.0771
C -2.9750 2.6377 1.3229
C 1.5321 -1.1200 -0.2839
H 2.7902 2.1503 5.4978
H -1.2175 3.2964 3.0998
H 5.2941 1.7392 -1.7649
H 5.8862 -1.9539 -1.4236
C 2.2246 1.6014 4.7414
H -3.4108 1.7832 -0.6185
H 6.6370 -0.2484 1.0400
H -1.8843 4.5420 1.3903
Cl -4.5730 -0.7891 -1.6432
H -4.7695 2.6318 0.1328
C 0.0630 -0.0740 -4.3217
H -0.1762 -1.1320 -4.2409
H 0.7393 4.4134 3.4032
H -3.8039 -6.2070 -3.7253
H -3.2333 -0.5165 -3.5516
C 3.2095 -0.0510 -2.1175
C -3.8424 -4.4701 2.4537
C -0.2521 -0.0996 1.7214
C -0.9419 2.3243 2.7080
C 1.8854 -0.2468 -2.4981
O -2.0364 -0.0381 0.1656
H 2.1717 4.2850 4.4357
H -3.7973 -5.8019 0.7773
C 2.3994 -0.6055 -4.9249
H -0.2453 1.8035 5.9234
H -3.2400 -1.1684 2.1730
C -3.1123 -4.0118 -1.2300
H -0.0935 0.2410 -5.3580
C -3.8072 2.9545 2.5771
C 1.5566 3.7558 3.7019
H 3.4601 -0.3889 -4.7913
C -3.6880 -3.1523 2.8619
H -3.2402 3.5080 3.3266
H 7.1542 -0.7171 -1.3219
H -4.6790 3.5547 2.3037
H 1.1891 2.2417 -3.3641
H -4.2935 1.0223 0.6951
H -4.2031 -5.8753 -1.3251
H 0.7490 3.2208 6.3067
C 0.9871 -0.7928 -1.5456
C 5.5828 -0.4746 0.8643
C 0.1599 2.7350 5.5236
H -4.1600 2.0268 3.0320
H 2.8344 1.9393 -3.9317
H 4.9892 0.0817 1.5923
O -0.2812 -0.9957 -1.7751
H 1.5064 2.0179 -5.0949
C -3.6793 -4.7829 1.1176
C -3.3364 -3.7736 0.2111
H -2.5081 -4.5189 -5.0007
C 5.4863 1.4167 -0.7408
C 0.1929 1.7182 3.2342
```

Output
Maximum force: 0.0221 Eh/bohr
Total charge: -1
ΔE to the lowest compared entry with this formula, charge and spin: 18.8 kcal per mole
Highest occupied orbital energy: -4.822 eV
Orbital gap: 7.26 eV

2.
Here is a molecular structure, C40H50AsBrClNO6P2S2Si3Ti from the OMol25 dataset. Energies are from ωB97M-V with the def2-TZVPD basis set.

```
108
Properties=species:S:1:pos:R:3
H 2.5339 -1.7442 7.1174
C -0.3833 -3.8764 5.6184
H -5.2451 -3.0988 -3.1336
C 1.8559 0.5753 4.1109
H -2.5948 -1.9947 -5.7508
C 1.8656 1.0927 5.3958
As -3.5169 -0.1628 -1.8761
H -0.7168 1.0323 -4.8328
H 3.4770 -3.9670 -3.3876
Br -1.0499 -2.6692 -1.7939
H -4.2287 -1.9305 -5.0748
C -0.9414 0.1863 -4.1777
H -6.7873 0.8035 -3.7181
Si -2.7922 -0.1318 -4.1065
P 2.0691 -1.3001 2.1334
H -1.0133 -6.3343 0.6648
H -6.7365 0.7121 -0.4711
H 1.7073 -3.5334 0.4395
S 3.3429 -0.1154 1.1660
C 2.9535 0.4535 -1.9129
H -2.2495 3.1055 -3.1928
C 3.3842 -1.9407 -2.6757
C -6.7453 -0.2837 -3.6389
H -6.7320 -3.1413 -2.1722
C 2.5374 -3.8182 1.0764
H -3.0796 2.0919 0.8819
C -1.7738 -3.1427 1.5516
C -1.0253 -4.2929 1.3169
C 2.3324 -1.6083 4.9880
H -2.9029 -2.6275 -4.1286
Si -5.7344 -0.8548 -2.1478
C 2.1275 0.2662 6.4818
H -0.5113 0.3914 -3.1973
H 2.1393 0.6726 7.4869
H -3.4489 -6.3711 0.1865
H 2.4776 -2.6709 4.8483
C -2.2914 3.0749 -2.1003
H -0.7666 -3.3393 7.6632
C -1.6192 -5.4531 0.8441
H -1.5190 -0.3059 4.7202
P -0.9789 -1.5949 2.1960
H -0.4409 -0.6962 -4.5878
O 3.9995 0.8303 -2.4173
C -6.6895 -0.3711 -0.5994
H -4.8035 1.7267 0.7466
Cl 0.2847 3.3171 0.8908
H 1.6676 2.1474 5.5436
S -2.3258 -0.1527 2.1478
C -0.8114 -2.1658 3.9591
C 2.9157 -2.9416 2.0881
H -3.2392 0.9958 -6.2586
C -2.9815 -5.4736 0.5755
C -3.7369 -4.3303 0.7964
H -4.2337 3.4021 0.5975
C 0.5302 -1.3065 1.4080
C -3.1384 -3.1768 1.2900
H -0.0654 -4.8857 5.8548
H -4.7190 0.9901 -5.2823
C 0.8033 -2.4544 -2.0157
H 5.5854 -4.6822 3.2598
H 4.3984 -2.5547 3.5931
C -3.6360 1.1179 -5.2448
C 4.3120 -5.3317 1.6568
H -3.7119 -2.2715 1.4507
C -0.7734 -3.0110 6.6298
C 3.2260 -5.0039 0.8581
H -4.7994 -4.3333 0.5797
H -1.4503 -1.0261 7.0905
H -5.2370 3.9877 -2.2693
H -0.0747 -4.1424 3.5270
H 4.3859 -1.6418 -2.9471
H 2.9161 -5.6662 0.0573
C -5.3051 2.8970 -2.3360
H 1.0620 -4.3952 -2.8792
H -5.1470 -3.1396 -1.3740
C -4.0004 2.3595 0.3605
C -5.7152 -2.7384 -2.2163
H -2.3221 4.1056 -1.7342
O -0.6954 0.6424 -0.8470
H -5.3648 2.6286 -3.3922
H -6.3336 -0.6778 -4.5707
H -6.2062 -0.7862 0.2879
C 4.7196 -4.4491 2.6505
Ti 0.6752 0.3264 -0.0631
H 1.6578 1.2236 3.2649
H -1.3804 2.6019 -1.7331
C 2.8678 -3.1997 -2.9248
C 2.5652 -1.0105 -2.0616
C -1.1608 -1.7177 6.3078
C -1.1875 -1.3028 4.9840
H 0.0437 -4.2703 1.4835
C -0.3919 -3.4509 4.2971
C -3.1672 -1.8349 -4.8318
C 4.0375 -3.2587 2.8536
C 2.0972 -0.7833 3.8949
O 2.0545 1.1480 -1.3281
N 1.3214 -1.2910 -1.6640
O -0.9129 3.6663 1.6471
O 1.4079 4.1237 1.3570
H -7.7135 -0.7543 -0.6472
O 0.6359 1.8722 1.3028
H 4.8504 -6.2586 1.4964
C 2.3562 -1.0853 6.2752
H -7.7697 -0.6582 -3.5399
H -3.4237 2.1409 -4.9275
Si -3.7909 2.1472 -1.4796
C 1.5373 -3.4576 -2.6305
H -6.2353 2.5910 -1.8505
```

Output
Maximum force: 0.0146 Eh/bohr
Total charge: -2
ΔE to the lowest compared entry with this formula, charge and spin: 33.0 kcal per mole
Highest occupied orbital energy: -2.335 eV
Orbital gap: 6.28 eV

3.
Here is a molecular structure, C40H50BN11O3PbS4 from the OMol25 dataset. Energies are from ωB97M-V with the def2-TZVPD basis set.

```
110
Properties=species:S:1:pos:R:3
H 0.3381 -2.7934 -5.1337
C 0.2436 -1.0042 -3.9208
C 6.5677 4.6422 -0.4040
H 3.4689 8.8684 1.1589
H 6.1147 5.1030 3.0155
H -4.5412 -2.8325 3.2376
H -1.1627 -4.8486 -5.0161
H -6.0199 2.2479 0.5323
H 0.2260 -2.6673 4.1082
C -1.3209 -2.0090 2.7195
H -6.7901 -2.3002 -0.1164
C 6.6382 1.9083 -0.5234
C -3.0022 -0.8770 4.3746
H 1.9291 -0.0342 -4.9454
B -0.9766 -0.5142 -0.5744
H 3.0786 -1.0489 2.4958
H 8.0808 4.6342 -1.8243
C -0.2623 -5.2802 -4.5335
H 1.9199 -4.4860 -2.9835
H 0.6271 -5.0300 -5.0968
C -6.0064 -2.9358 -0.5628
C -3.6947 -2.6919 2.5914
H -6.6533 -2.5363 -3.3471
H -6.5336 -3.8033 -0.9234
H -4.9325 -3.9979 -2.7321
H 6.6289 0.8204 -0.6263
C 1.0963 -5.0464 -2.4821
H -1.5104 -3.0778 5.2549
N -0.7151 -2.7365 -1.9228
C -4.3257 1.1427 0.0236
C -5.2144 -2.1874 -1.7115
C 0.0910 -2.3361 -4.1063
H -3.0810 0.0080 3.7342
H 6.5345 5.7364 -0.3301
H 0.8912 4.5292 3.8619
C 2.5012 -1.9479 2.8249
C -2.5979 -2.2420 3.5220
H -6.9263 -1.1458 -2.2366
H -3.6855 -2.8346 -3.1420
H 1.1156 -4.7442 -1.4204
H 0.3986 -0.0783 -5.9334
H 1.1676 -6.1251 -2.6022
C -0.3418 -3.2000 -3.0654
C -1.4193 -5.3034 -2.2626
O 1.8878 5.0287 -1.6180
H -3.6626 -3.7932 -1.6287
C -6.1650 -1.7036 -2.7898
N -3.1641 -1.1367 -1.1615
O 1.6850 3.2139 -0.4967
H -2.2938 -0.6891 5.2071
N 5.6604 2.4780 0.1323
C 1.9271 3.0887 2.8431
H -4.6127 3.1629 0.0031
C 5.7387 7.2346 3.0489
H 2.5851 -2.0825 3.9012
C -2.8853 0.9077 0.0281
C -0.1187 -0.5828 -2.6357
C 0.7786 -1.4702 1.0281
N 1.0498 3.4961 3.7646
C 5.6566 3.8054 0.2681
C 7.4991 4.0060 -1.1892
N 2.7415 3.9769 2.3862
S 1.9046 1.4245 2.4782
N -0.6113 -1.4574 -1.7778
H -0.3952 -6.3579 -4.5920
H 3.1904 6.4136 0.2442
C 4.6137 5.6784 1.5865
O 3.5176 3.6265 -1.5686
H -4.0109 -1.1111 4.6962
C 0.0219 -2.2110 3.1607
C -4.4618 -1.0025 -1.1556
C -4.9304 2.3378 0.5851
H -2.4188 -5.0920 -2.6813
C 4.6126 4.2550 1.1951
C -0.2687 -4.7225 -3.1131
C -4.2999 -3.2267 -2.3618
C -2.3943 -3.3638 4.5797
H -6.1954 0.1525 -0.5705
H -3.3350 -3.4949 5.0895
N 2.3767 3.9617 -1.2530
H -4.0145 -1.9080 1.9536
H 0.2289 2.9855 3.8894
S -0.0071 0.8994 -1.6638
H -3.4317 -3.6065 2.0691
H -1.3919 -6.4014 -2.0905
C 3.9893 7.9965 1.4823
H -2.1918 -4.3783 4.1479
C 0.8325 0.0085 -4.9285
N 3.7322 3.4331 1.6205
H 8.4212 2.1494 -1.7812
H 5.1668 9.2528 2.7547
H -4.6362 2.5697 1.6198
H 0.4861 0.9770 -4.6082
H 3.0661 -2.8083 2.4326
C 1.0723 -1.8457 2.3608
H -5.6898 -1.0581 -3.5576
Pb 3.0369 1.5300 0.1608
H -5.4003 -3.3010 0.3194
S -1.8012 1.8792 0.8364
C -5.1147 0.1612 -0.5845
H -1.3609 -4.7601 -1.3184
C 3.8599 6.6785 1.0667
N -2.4464 -0.1847 -0.5783
S 1.9122 -1.4976 -0.2083
C 7.6328 2.6092 -1.2046
H 6.4459 7.3947 3.8502
N -1.5320 -1.4959 1.5277
N -0.5022 -1.1317 0.7521
C 5.4802 5.9096 2.6385
C 4.9896 8.2480 2.4327
```

Output
Maximum force: 0.0612 Eh/bohr
ΔE to the lowest compared entry with this formula, charge and spin: 20.5 kcal per mole
Highest occupied orbital energy: -7.504 eV
Orbital gap: 7.32 eV

4.
Here is a molecular structure, C40H50Br2IrN6S from the OMol25 dataset. Energies are from ωB97M-V with the def2-TZVPD basis set.

```
100
Properties=species:S:1:pos:R:3
H 0.8944 7.2644 -1.4281
H -1.4690 4.1263 -2.9640
C 1.8783 1.6442 -0.5168
H -0.6171 6.6996 -0.7218
H -1.5911 -2.8408 -1.7421
C 0.2481 -0.4077 -3.0233
H -1.2853 1.5597 4.8012
C 3.2965 -1.3209 -2.4085
C -3.5052 -0.1357 -2.8196
C 2.8241 -0.7385 -3.7308
H -3.9864 -0.6398 -3.6581
H 4.7687 2.2246 0.2548
C 0.9473 -0.9131 -5.2664
C -3.3414 -2.0565 2.1333
H 4.4925 1.5415 3.5394
Ir -0.6051 0.4169 -0.1319
C 1.5313 -3.1817 0.9296
C -0.0956 5.7370 -2.5699
H 3.0734 2.5872 5.2451
C -2.2361 -0.8702 -2.4191
C -0.8063 2.1340 2.7598
C -0.9762 -2.1321 1.2745
H 4.9365 -0.5576 2.8241
C 5.0719 1.3043 0.7572
C 4.3378 -0.7930 1.9444
H 2.0334 5.1692 -0.8147
C 0.2838 6.3817 -1.2495
C 3.8730 0.4794 1.2267
H 3.3390 0.1574 0.3363
H 4.9554 -1.4002 1.2793
H -1.1936 3.9428 3.8864
C -1.3556 -1.0692 -4.7136
H -2.3779 3.6193 2.6230
C -0.3578 -1.1016 -5.6678
H 3.0759 -1.5174 -4.4531
H 1.7436 -1.0507 -5.9885
H 5.6865 0.7270 0.0654
C 3.6635 0.4863 -4.1334
H 2.7196 -2.2070 -2.1376
H -0.5863 -1.3356 -6.6983
C 2.6432 2.2641 4.3069
H -2.3715 -1.3177 -4.9915
C -3.5667 0.4395 1.0597
H -2.5834 1.2671 3.6545
C -2.2944 -1.4652 1.4520
C 3.4400 1.6920 3.3363
C 0.5600 -3.9405 1.5632
H 2.7425 2.2697 -0.3394
H -5.5733 0.4738 1.8021
H 4.6162 0.1693 -4.5560
H -0.7648 6.3703 -3.1482
C -4.6577 -0.0923 1.7133
H 4.3401 -1.6232 -2.5090
C -1.0799 -0.7397 -3.3955
H 5.7057 1.5894 1.5975
H -1.8491 -0.4212 -1.4934
H -1.4703 -3.9821 2.2437
H -3.2700 -2.4290 -1.3127
C -0.6008 3.7492 -1.2115
C 1.3067 -0.6244 -3.9519
H -2.8535 -2.8658 -2.9670
H 3.1597 1.0976 -4.8830
H -4.2224 -0.1365 -1.9958
C 2.9229 1.2612 2.1202
C 0.7092 2.0090 2.8735
Br -5.9690 -2.1333 3.1752
H -1.1657 0.1981 3.6950
H 0.6478 2.7777 4.8624
C 1.0468 5.3841 -0.3960
C 1.5493 1.4941 1.8549
Br 0.9468 -5.6584 2.1810
N 0.5239 0.2730 -1.7999
C 1.5481 1.1464 -1.7655
H 0.3505 3.5681 0.5184
C -0.7086 -3.4043 1.7432
H 2.5340 -3.5567 0.7825
C 1.2845 2.3805 4.0820
H -0.7886 4.2583 2.2110
H 3.4901 -1.3926 2.2800
H 3.9023 1.1177 -3.2738
H 3.2579 -0.5944 -1.5983
H -3.5995 1.4351 0.6340
N -2.4167 -0.2267 0.9222
H 0.7899 5.5369 -3.1773
H -3.2437 -3.0403 2.5655
C -1.4995 1.2347 3.7827
C 1.1914 -1.9220 0.4820
C -1.3159 3.5693 2.8684
H -1.0381 1.7239 1.7737
C -2.4986 -2.3369 -2.0814
N 1.0856 1.2800 0.5169
N 0.2695 4.1457 -0.3025
H 1.1839 5.7584 0.6174
S -1.6427 2.3697 -0.9973
N -0.0307 -1.4104 0.6339
C -4.5383 -1.3611 2.2616
H -3.3059 0.8954 -3.1081
H 2.0970 1.3853 -2.6624
N -0.7836 4.4685 -2.3091
H 1.9051 -1.2948 -0.0197
```

Output
2S+1: 2
Expectation value of S²: 0.769
Maximum force: 0.0293 Eh/bohr
Total charge: +2
ΔE to the lowest compared entry with this formula, charge and spin: 25.0 kcal per mole
Highest occupied orbital energy (spin up / spin down): -11.926 / -13.060 eV
Orbital gap (spin up / spin down): 5.53 / 6.67 eV